Entry 1:
{"formula": "C53H85F24NO21", "method": "ωB97M-V/def2-TZVPD", "species": ["C", "C", "N", "C", "C", "C", "C", "H", "H", "H", "H", "H", "H", "H", "H", "H", "H", "H", "H", "H", "H", "H", "C", "C", "O", "C", "O", "C", "F", "F", "F", "H", "H", "H", "H", "H", "C", "C", "O", "C", "O", "C", "F", "F", "F", "H", "H", "H", "H", "H", "C", "C", "O", "C", "O", "C", "F", "F", "F", "H", "H", "H", "H", "H", "C", "C", "O", "C", "O", "C", "F", "F", "F", "H", "H", "H", "H", "H", "C", "C", "O", "C", "O", "C", "F", "F", "F", "H", "H", "H", "H", "H", "C", "C", "O", "C", "O", "C", "F", "F", "F", "H", "H", "H", "H", "H", "C", "C", "O", "C", "O", "C", "F", "F", "F", "H", "H", "H", "H", "H", "C", "C", "O", "C", "O", "C", "F", "F", "F", "H", "H", "H", "H", "H", "C", "C", "O", "C", "H", "H", "H", "H", "H", "H", "C", "C", "O", "C", "H", "H", "H", "H", "H", "H", "C", "C", "O", "C", "H", "H", "H", "H", "H", "H", "C", "C", "O", "C", "H", "H", "H", "H", "H", "H", "C", "C", "O", "C", "H", "H", "H", "H", "H", "H"], "coordinates": [[2.58533, -4.03823, 6.23562], [1.45366, -3.60900, 5.35001], [0.61831, -4.81097, 5.02638], [-0.64874, -4.43901, 4.36797], [-1.49226, -3.89727, 5.52528], [1.34408, -5.81217, 4.23232], [0.66160, -7.16756, 4.04118], [2.89593, -3.19747, 6.85590], [3.44763, -4.32114, 5.63187], [2.23661, -4.89816, 6.80746], [0.95168, -2.81479, 5.90258], [1.82442, -3.06872, 4.47896], [-0.33245, -3.66756, 3.66587], [-1.10686, -5.20810, 3.74610], [-2.40801, -3.39341, 5.21604], [-1.78817, -4.76813, 6.11021], [-0.98416, -3.23812, 6.22916], [2.25835, -5.97176, 4.80393], [1.67436, -5.37958, 3.28793], [1.32333, -7.91808, 3.60882], [-0.13887, -7.09378, 3.30503], [0.29476, -7.53055, 5.00126], [-7.01572, -5.76776, -3.73554], [-6.04736, -7.00379, -3.75026], [-4.77119, -6.66184, -3.19474], [-3.77318, -7.52446, -3.16434], [-3.83603, -8.65559, -3.71154], [-2.56534, -7.04886, -2.40511], [-2.94791, -6.38043, -1.31320], [-1.79070, -8.07548, -2.03687], [-1.85198, -6.28505, -3.17524], [-7.26725, -5.42926, -2.73042], [-7.97698, -6.04714, -4.16687], [-6.62951, -4.97413, -4.37513], [-5.85072, -7.30525, -4.77912], [-6.48141, -7.81767, -3.16949], [1.89900, 3.43638, -5.34342], [3.35681, 2.86762, -5.29985], [3.38833, 1.58835, -5.96272], [3.49347, 1.50066, -7.30833], [3.54369, 2.50799, -8.04004], [3.66496, 0.04275, -7.88269], [3.37639, -0.90513, -6.96658], [2.84143, -0.08321, -8.93947], [4.92954, -0.19241, -8.24722], [1.23541, 2.81714, -4.73985], [1.50399, 3.64747, -6.33715], [1.82856, 4.37816, -4.79918], [3.59770, 2.73462, -4.24516], [4.10122, 3.56519, -5.68372], [6.81675, -11.40135, 2.26915], [5.27820, -11.07162, 2.28001], [4.93784, -10.28175, 1.14881], [5.26418, -9.02007, 1.00946], [5.63287, -8.31033, 1.99087], [5.08211, -8.40289, -0.44936], [6.19112, -7.72875, -0.74247], [4.79687, -9.30961, -1.34661], [4.15217, -7.50919, -0.43758], [6.96062, -12.22598, 2.96727], [7.24812, -10.44931, 2.57841], [7.29427, -11.68576, 1.33150], [5.00736, -10.51089, 3.17462], [4.70174, -11.99291, 2.36373], [-0.11206, 2.91820, 0.00615], [1.25039, 2.26592, -0.41539], [1.08090, 0.98297, -0.98850], [1.14016, -0.13094, -0.26954], [1.20076, -0.15495, 0.96466], [0.98071, -1.39883, -1.13959], [0.13674, -2.31538, -0.61276], [0.60396, -1.01221, -2.35520], [2.19845, -2.06072, -1.26548], [-0.73435, 3.17532, -0.85102], [0.15539, 3.87182, 0.46130], [-0.68475, 2.29983, 0.69734], [1.96733, 2.23274, 0.40497], [1.67182, 2.94679, -1.15491], [10.37207, 6.54112, 1.51724], [9.19125, 5.55341, 1.63695], [7.97273, 6.19160, 1.28476], [6.91604, 5.53731, 0.80326], [6.84347, 4.33841, 0.53305], [5.68687, 6.48288, 0.66084], [4.66165, 5.93090, 1.36610], [5.90506, 7.71840, 1.02322], [5.27830, 6.55977, -0.63605], [11.34117, 6.13133, 1.80188], [10.33187, 7.33507, 2.26298], [10.47397, 6.96330, 0.51749], [9.08243, 5.04347, 2.59414], [9.47071, 4.71445, 0.99965], [-4.34508, 8.07992, 1.35340], [-3.45307, 6.81890, 1.26102], [-4.18625, 5.67143, 1.56461], [-4.28319, 5.17116, 2.84637], [-3.74296, 5.64335, 3.86323], [-5.11859, 3.86756, 3.00417], [-4.34747, 2.86100, 3.41827], [-6.02908, 4.17526, 3.95259], [-5.69246, 3.59976, 1.84578], [-5.21449, 8.11026, 0.69666], [-3.77526, 8.93986, 1.00140], [-4.67581, 8.19239, 2.38591], [-2.54794, 6.92495, 1.85902], [-3.06249, 6.81218, 0.24343], [-6.26321, 4.07405, -2.81855], [-6.80458, 2.66161, -3.14469], [-8.02036, 2.74474, -3.81541], [-8.53020, 1.69297, -4.43814], [-8.08071, 0.52517, -4.31908], [-9.70903, 1.98530, -5.37464], [-10.60339, 0.97061, -5.24961], [-10.32067, 3.13827, -5.08376], [-9.32360, 2.02790, -6.65111], [-6.29032, 4.79581, -3.63489], [-5.27927, 4.04838, -2.35023], [-6.93748, 4.63059, -2.16762], [-7.06026, 2.27401, -2.15854], [-6.07304, 2.05408, -3.67747], [-1.12618, -4.17776, -7.53423], [-2.55675, -4.69163, -7.59104], [-2.91458, -5.04818, -8.94683], [-4.16722, -5.56053, -9.20263], [-5.11266, -5.58710, -8.41323], [-4.31048, -6.12036, -10.66023], [-4.76593, -7.34362, -10.49852], [-5.19426, -5.43451, -11.36190], [-3.15432, -6.11995, -11.31897], [-1.04923, -3.75149, -6.53399], [-0.85370, -3.45461, -8.30293], [-0.40646, -4.99225, -7.61617], [-3.22282, -3.91762, -7.20980], [-2.63132, -5.59230, -6.98166], [0.05439, 2.06135, 8.16981], [-0.68537, 1.27088, 7.10034], [-1.68517, 0.55605, 7.32508], [-0.17559, 1.44901, 5.67888], [-0.13772, 1.60130, 9.13911], [-0.33847, 3.07000, 8.04183], [1.13418, 1.98096, 8.04454], [-0.80809, 2.08351, 5.05803], [0.05716, 0.54203, 5.12093], [0.77093, 1.98014, 5.77943], [5.59253, -3.28344, 1.89538], [5.69815, -1.85272, 2.35472], [5.97402, -1.58660, 3.53454], [5.72898, -0.80028, 1.30888], [6.63539, -3.56655, 1.75257], [5.02761, -3.51931, 0.99353], [5.17735, -3.86438, 2.71892], [6.65544, -0.89709, 0.74283], [5.70310, 0.18243, 1.77975], [4.88638, -0.92291, 0.62837], [0.32552, 12.45516, 0.77455], [0.61992, 11.14382, 1.36077], [0.60132, 10.97786, 2.55529], [0.99633, 9.98930, 0.39123], [0.45948, 12.47468, -0.30701], [0.83561, 13.31556, 1.20772], [-0.74736, 12.49026, 0.96375], [0.77000, 9.04139, 0.87942], [2.05151, 9.92821, 0.12484], [0.51196, 10.07448, -0.58152], [0.64364, 6.96981, 4.90601], [0.37210, 7.25840, 6.39846], [0.94238, 6.68039, 7.31392], [-0.61474, 8.36371, 6.68340], [1.17292, 6.02382, 4.79174], [1.20877, 7.81112, 4.50483], [-0.35806, 6.88298, 4.48511], [-0.25915, 9.23377, 6.13144], [-0.59458, 8.75714, 7.69972], [-1.63235, 8.05570, 6.44318], [-4.46382, -2.14429, -2.09915], [-4.21570, -1.45413, -0.74137], [-3.90180, -0.26840, -0.65083], [-4.35487, -2.32171, 0.47573], [-4.72874, -3.20073, -2.05613], [-3.61240, -1.91951, -2.74153], [-5.36158, -1.67657, -2.50334], [-3.55088, -3.05550, 0.41878], [-5.33300, -2.80259, 0.48619], [-4.18413, -1.71525, 1.36520]], "total_energy_ha": -6101.99862, "e_homo_ev": -8.0446}

---

Entry 2:
{"formula": "C54H100F18O27", "method": "ωB97M-V/def2-TZVPD", "species": ["C", "C", "O", "C", "O", "C", "F", "F", "F", "H", "H", "H", "H", "H", "C", "C", "O", "C", "O", "C", "F", "F", "F", "H", "H", "H", "H", "H", "C", "C", "O", "C", "O", "C", "F", "F", "F", "H", "H", "H", "H", "H", "C", "C", "O", "C", "O", "C", "F", "F", "F", "H", "H", "H", "H", "H", "C", "C", "O", "C", "O", "C", "F", "F", "F", "H", "H", "H", "H", "H", "C", "C", "O", "C", "O", "C", "F", "F", "F", "H", "H", "H", "H", "H", "C", "O", "C", "C", "O", "C", "C", "O", "C", "H", "H", "H", "H", "H", "H", "H", "H", "H", "H", "H", "H", "H", "H", "C", "O", "C", "C", "O", "C", "C", "O", "C", "H", "H", "H", "H", "H", "H", "H", "H", "H", "H", "H", "H", "H", "H", "C", "O", "C", "C", "O", "C", "C", "O", "C", "H", "H", "H", "H", "H", "H", "H", "H", "H", "H", "H", "H", "H", "H", "C", "O", "C", "C", "O", "C", "C", "O", "C", "H", "H", "H", "H", "H", "H", "H", "H", "H", "H", "H", "H", "H", "H", "C", "O", "C", "C", "O", "C", "C", "O", "C", "H", "H", "H", "H", "H", "H", "H", "H", "H", "H", "H", "H", "H", "H"], "coordinates": [[5.59957, 7.65120, 1.31401], [4.34627, 8.46211, 1.66265], [3.43217, 7.50837, 2.25995], [2.61048, 6.85469, 1.38027], [2.64950, 6.87415, 0.21439], [1.60343, 6.11138, 2.32991], [0.85804, 5.20786, 1.71845], [2.21793, 5.55186, 3.37395], [0.78677, 7.10254, 2.81210], [6.41862, 8.19330, 0.81126], [5.34805, 6.81174, 0.62311], [6.00465, 7.15087, 2.20446], [3.89153, 8.85919, 0.80536], [4.53949, 9.29118, 2.34715], [3.03658, -1.91118, -2.91046], [2.72993, -3.34640, -2.48506], [2.50767, -4.10675, -3.71819], [2.47724, -5.39023, -3.58962], [2.65420, -6.05072, -2.57314], [2.38894, -6.08546, -4.95238], [1.13505, -5.96896, -5.44074], [3.25549, -5.63475, -5.89653], [2.69249, -7.41544, -4.78870], [2.19437, -1.51084, -3.46212], [3.86864, -1.89313, -3.61860], [3.32813, -1.24006, -2.09115], [1.82496, -3.28263, -1.96439], [3.49325, -3.79938, -1.85600], [-7.49235, 1.63251, 0.79478], [-8.20327, 1.74903, -0.49642], [-7.35532, 1.35540, -1.63880], [-7.66168, 1.72029, -2.82864], [-8.65297, 2.23504, -3.20975], [-6.40031, 1.54562, -3.79555], [-5.48504, 2.39054, -3.43785], [-5.88560, 0.33065, -3.66697], [-6.75538, 1.70763, -5.06713], [-7.25296, 0.58215, 1.10348], [-8.14345, 2.10691, 1.57007], [-6.58871, 2.22959, 0.82459], [-8.54590, 2.77248, -0.75985], [-9.09422, 1.13113, -0.46802], [-1.09847, -3.57007, -3.78809], [-1.03441, -3.49340, -5.31590], [0.21729, -2.76308, -5.65900], [0.37674, -2.53419, -6.98687], [-0.30553, -2.81233, -7.91985], [1.73054, -1.75383, -7.16580], [2.40149, -1.54220, -6.02064], [2.56017, -2.41031, -7.97231], [1.43312, -0.57072, -7.76313], [-1.02623, -2.59665, -3.32773], [-0.32375, -4.21340, -3.22291], [-2.03092, -4.06152, -3.39064], [-1.89756, -2.95539, -5.71353], [-0.93287, -4.50415, -5.70735], [5.31035, 2.25803, 5.90005], [5.79224, 3.11701, 4.81126], [5.74731, 2.42299, 3.50455], [5.22788, 2.97174, 2.43487], [4.64233, 4.01800, 2.40900], [5.33808, 2.02812, 1.25372], [6.44043, 2.38093, 0.55772], [5.51012, 0.79931, 1.59010], [4.20302, 2.12859, 0.51000], [4.21064, 2.09424, 5.98122], [5.49387, 2.68388, 6.91772], [5.85131, 1.31411, 5.91366], [6.75686, 3.48537, 5.00750], [5.18223, 4.00690, 4.62872], [0.73437, 2.06006, 0.42257], [0.70607, 0.70924, -0.09683], [-0.76848, 0.30110, -0.11917], [-1.07963, -0.93929, -0.50521], [-0.29296, -1.78576, -0.90637], [-2.54744, -1.28652, -0.21823], [-2.85642, -1.31782, 1.07670], [-3.49722, -0.52436, -0.76533], [-2.68479, -2.50825, -0.65185], [0.05454, 2.69023, -0.17186], [1.70497, 2.57182, 0.42676], [0.32758, 2.06162, 1.43220], [1.34175, -0.01854, 0.59644], [0.98606, 0.68588, -1.16226], [-3.31683, 2.02544, -6.02211], [-2.44741, 1.18708, -5.31588], [-1.11025, 1.49035, -5.66892], [-0.13991, 0.71956, -4.81849], [-0.24563, 1.01331, -3.40380], [-0.27223, 2.36728, -3.05615], [0.98274, 3.13897, -3.48124], [2.17433, 2.59702, -2.97003], [3.28201, 3.41114, -3.17526], [-4.33873, 1.59943, -6.10155], [-2.93621, 2.17606, -7.00182], [-3.53507, 2.92035, -5.45497], [-0.86167, 2.54118, -5.49936], [-0.85044, 1.25006, -6.73061], [0.83182, 0.92353, -5.22342], [-0.23112, -0.32890, -4.84158], [-0.32112, 2.30191, -1.95790], [-1.12264, 2.89113, -3.38893], [0.86364, 4.15129, -2.97972], [1.07065, 3.29874, -4.57875], [3.53444, 3.38369, -4.22159], [4.01516, 2.94993, -2.54705], [3.04713, 4.43840, -2.77758], [-1.14440, 5.52563, -0.95688], [-2.07423, 4.76805, -0.18895], [-2.69574, 3.66630, -0.78890], [-3.66500, 3.02006, 0.13581], [-4.72733, 3.78127, 0.54330], [-4.50650, 4.56712, 1.67729], [-4.70595, 3.89483, 3.00909], [-6.05874, 3.40841, 3.12124], [-6.24619, 2.49159, 4.17931], [-0.24142, 4.90561, -1.21654], [-0.77535, 6.28970, -0.21429], [-1.62447, 5.88508, -1.84679], [-1.90034, 2.90580, -0.97381], [-3.23892, 3.87834, -1.75081], [-3.18179, 2.60854, 1.03231], [-4.09292, 2.21427, -0.48771], [-5.18676, 5.36024, 1.71778], [-3.50061, 4.94528, 1.56396], [-4.49106, 4.62208, 3.78082], [-3.97420, 3.07364, 3.22178], [-5.78742, 2.84854, 5.02862], [-5.93732, 1.50056, 3.80897], [-7.34133, 2.46368, 4.34852], [0.98715, -3.20674, 8.30811], [0.87112, -1.94148, 7.73452], [1.96706, -1.12748, 7.68443], [2.88861, -1.31856, 6.50224], [2.28124, -0.74346, 5.33388], [3.21685, -0.67568, 4.20591], [2.75488, 0.40736, 3.22803], [3.02567, 1.75609, 3.58862], [1.90740, 2.42448, 4.20167], [1.47965, -3.93151, 7.67978], [-0.02369, -3.57046, 8.50288], [1.62198, -3.05729, 9.22191], [2.58527, -1.29177, 8.55485], [1.61868, -0.11680, 7.67185], [3.22668, -2.37406, 6.25820], [3.84451, -0.89702, 6.72571], [3.20812, -1.57318, 3.64165], [4.24899, -0.38955, 4.53990], [1.66530, 0.22149, 3.06831], [3.27507, 0.18688, 2.23522], [1.33743, 2.86441, 3.37310], [2.26361, 3.05682, 5.00200], [1.25031, 1.68859, 4.63661], [5.01021, -2.23751, 0.92303], [3.68542, -2.56916, 0.81953], [3.29023, -3.86393, 1.25384], [1.78537, -3.83999, 1.27384], [1.39674, -2.83131, 2.17216], [0.02349, -2.84733, 2.37330], [-0.46315, -1.79404, 3.33630], [-0.49457, -0.49843, 2.61874], [-1.18069, 0.52295, 3.28806], [5.67512, -2.84773, 0.24747], [5.50840, -2.33347, 1.87473], [5.04358, -1.16392, 0.60950], [3.77220, -4.06008, 2.27395], [3.64129, -4.64501, 0.55040], [1.44000, -4.77439, 1.69714], [1.34497, -3.75149, 0.22865], [-0.37151, -3.81570, 2.71148], [-0.48871, -2.66254, 1.40120], [0.22245, -1.69828, 4.16756], [-1.50784, -2.05369, 3.58868], [-0.82623, 1.59034, 3.10024], [-1.19609, 0.34743, 4.36893], [-2.24256, 0.48975, 3.01549], [-3.49892, -4.59068, 2.71817], [-2.83448, -5.52278, 1.96565], [-2.48548, -5.06564, 0.70876], [-1.58075, -6.14395, 0.06991], [-1.80468, -5.96740, -1.31595], [-1.19319, -6.88928, -2.18778], [-1.87833, -6.96087, -3.56241], [-1.05250, -7.55468, -4.45625], [-1.49253, -7.57365, -5.82283], [-3.88290, -5.07115, 3.56072], [-4.39041, -4.25787, 2.13217], [-2.95807, -3.75607, 3.02802], [-2.09339, -4.07975, 0.61145], [-3.35011, -5.00476, 0.00215], [-1.89268, -7.15521, 0.41145], [-0.55713, -6.02479, 0.40251], [-1.11021, -7.93917, -1.66960], [-0.18829, -6.53173, -2.39059], [-2.07890, -5.90786, -3.83270], [-2.84925, -7.46698, -3.48081], [-2.33682, -8.23759, -6.01276], [-0.63159, -7.98380, -6.32623], [-1.68507, -6.55028, -6.13177]], "total_energy_ha": -5946.31954, "e_homo_ev": -9.5725, "relative_energy_kcal_mol": 44.39}

---

no.,frontier orbital gap (eV)
1,7.87
2,10.03